Computed, not measured: a cluster of 8 separate species, C32H64O20 in total at a distorted geometry, with the ωB97M-V functional and the def2-TZVPD basis.

```
116
Properties=species:S:1:pos:R:3:mulliken_charge:R:1
H -3.56285 2.88616 1.81150 0.29
H -0.03562 -2.93009 -0.64534 0.27
C 9.24562 -4.89529 6.28830 -0.43
H 1.95181 1.78742 1.15080 0.30
H -11.57012 -1.21658 -3.28928 0.30
C 6.97187 9.84215 8.39616 0.67
C -3.69268 2.36160 4.51312 0.69
H 9.83339 -5.74569 5.94272 0.25
C 1.03222 9.66813 -2.57454 -0.46
H -0.38860 9.23016 -1.05805 0.26
C 2.28314 -2.90383 -10.33690 -0.54
C -11.80349 -2.28081 -3.32151 -1.11
H 1.46603 0.92193 -7.82641 0.31
H 1.28279 -3.25730 -10.08702 0.27
O 6.83083 10.96940 7.59085 -0.30
H -11.16858 -2.44418 -5.47287 0.36
H 1.49973 -3.83135 -0.86718 0.24
O -9.61640 -2.96021 -4.20810 -0.31
H 1.25064 1.02713 2.60241 0.28
C -0.08498 1.07264 -9.36281 -1.15
O 1.71038 -2.05185 0.21982 -0.30
C 9.23800 -2.62237 5.97078 -0.44
H 5.78044 10.20334 5.28839 0.28
C -1.49313 2.00211 7.33029 -1.29
C 1.76725 7.37308 -2.53529 -0.38
H -5.28548 3.11498 2.37519 0.29
C 1.04210 -2.84550 -0.78492 -0.62
H -4.81384 -10.02909 -3.36901 0.28
H 4.07077 10.56478 5.55551 0.37
O -4.31110 1.32134 4.22753 -0.56
O -7.10942 -14.02361 -3.84755 -0.57
H 2.86966 -3.63460 -10.89373 0.24
H -11.35198 -3.95176 -4.61290 0.25
H 5.58242 12.42808 6.72979 0.28
H 0.06234 -0.13617 -7.56901 0.30
O 2.27362 -0.28630 1.25781 -0.22
H 0.68223 10.53510 -3.13488 0.33
H -1.90075 2.72161 8.04041 0.32
C -7.51199 -2.10935 -2.78564 -0.58
H 8.80641 -5.14302 7.25465 0.32
O 2.71112 -1.31034 -7.18941 -0.55
H 8.36386 -2.78986 4.00519 0.28
C -8.75378 -2.20643 -4.89886 0.79
H 3.62132 2.22196 3.04468 0.39
H 4.82235 9.46103 6.58984 0.28
H -0.66838 2.48083 6.80235 0.33
O -4.97508 -14.60022 -3.19934 -0.32
H -7.86150 -3.06177 -2.38711 0.26
O 0.44112 -0.05413 -0.09141 -0.57
C -5.02226 -15.96707 -3.69140 -0.65
C 8.85014 8.77988 9.62209 -0.59
C -4.24882 3.44352 2.44938 -0.64
H 2.64269 7.18660 -1.91325 0.31
H 1.62952 10.00412 -1.72693 0.26
H 0.50810 1.28641 -10.25201 0.32
C -2.58771 1.52242 6.40306 -0.08
H 7.22174 -2.91897 5.43256 0.26
O -5.56543 -12.55195 -3.01865 -0.26
H 1.57134 6.63547 -3.31353 0.25
H -11.50561 -2.66271 -2.34502 0.29
C 2.36036 -1.54520 -8.33891 0.69
C 2.08944 1.01403 1.90646 -0.19
H -6.45910 -2.01740 -2.51903 0.26
O 2.88862 -2.52396 -9.14310 -0.31
H -5.88041 -16.56467 -3.38392 0.29
H 3.42117 0.46030 3.47008 0.29
O -8.94545 -1.79088 -6.04938 -0.59
O 6.10886 9.03725 8.67777 -0.53
C 5.02472 10.38728 6.05205 -1.03
O -3.73151 3.51740 3.74748 -0.32
C 8.19574 -3.17026 5.01272 -0.47
H -1.07269 1.25385 8.00219 0.39
O 1.45860 -0.77237 -9.02109 -0.25
H -3.44117 1.23020 7.01488 0.30
H -0.98425 8.66901 -2.59789 0.28
H 4.81563 11.47406 7.94993 0.28
H 8.77254 -2.30746 6.90475 0.27
H -4.29729 4.45895 2.05613 0.24
O 10.01008 -3.75301 6.44877 -0.41
C 1.76642 8.70664 -3.38467 -0.69
O 8.29112 9.83792 8.84521 -0.31
C -5.68103 -10.37269 -3.93295 -1.12
H -7.99845 -1.21936 -2.38640 0.27
C 1.37836 -0.69638 0.39264 0.69
H -0.42972 1.97842 -8.86401 0.36
H 9.88413 9.10986 9.72231 0.21
H -6.46257 -11.02155 -2.04056 0.27
C 3.42532 1.21302 2.68174 -1.17
H -6.20102 -9.41703 -3.99941 0.37
H -2.11234 0.68149 5.89812 0.26
C -0.07809 8.78504 -2.00332 -0.43
H -7.38009 -11.56177 -3.45702 0.31
H 1.20348 8.42173 -4.27350 0.26
H -12.88435 -2.14320 -3.35149 0.39
H -5.01600 -15.96928 -4.78138 0.30
H 9.06055 -4.80256 4.19316 0.22
C -6.02964 -13.75065 -3.34850 0.73
O -2.80022 2.57452 5.47257 -0.21
H -4.11211 -16.49842 -3.41321 0.25
C 8.42176 -4.63734 5.06077 -0.46
H 2.18421 -2.00350 -10.94332 0.25
C 0.76211 0.24616 -8.31213 -0.25
H 2.74481 8.94581 -3.80142 0.39
C 5.51163 11.41031 7.11350 -0.18
H 8.58693 7.86519 9.09089 0.30
H 9.83063 -1.82318 5.52560 0.28
H 8.48625 8.65454 10.64189 0.28
O -7.65771 -1.84534 -4.18760 -0.34
O 0.55532 7.50839 -1.77453 -0.38
C -6.37868 -11.38316 -3.06541 -0.19
H 4.35183 1.11293 2.11635 0.32
C -11.00490 -2.92385 -4.50787 -0.26
H -0.96888 0.56329 -9.74672 0.31
H -5.32558 -10.71366 -4.90532 0.31
H 7.45797 -5.14234 4.99595 0.32
H 1.25726 -2.37776 -1.74566 0.29
```

Output
strongest force on any atom = 3.458 eV Å⁻¹
SMILES = CCOC(=O)OC.CCOC(=O)OC.CCOC(=O)OC.CCOC(=O)OC.CCOC(=O)OC.CCOC(=O)OC.C1CCOC1.C1CCOC1
gap between HOMO and LUMO = 10.03 eV
HOMO level = -9.52 eV
ΔE to the lowest compared entry with this formula, charge and spin = 103.9 kcal/mol

=====

Computed, not measured: an isolated molecule of C5H8O, with the ωB97M-V functional and the def2-TZVPD basis.

```
14
Properties=species:S:1:pos:R:3:mulliken_charge:R:1
H 2.25578 -0.56977 0.46045 0.33
C 1.15886 -0.61839 0.39273 -0.10
H -2.47848 0.54169 -1.39285 0.26
H -0.50617 -0.89955 -1.72723 0.41
C -1.50589 1.02058 -1.26548 -0.44
H 0.89334 -1.63309 0.04113 0.26
O -0.69971 1.10711 -2.38732 -0.38
C -0.29819 0.13130 -1.41336 0.25
H 0.61170 0.65805 2.08932 0.35
H -1.45823 1.86001 -0.57390 0.29
H 1.17229 -0.96270 2.55295 0.34
C 0.71891 0.52006 -0.47384 -0.70
C 0.58630 -0.40179 1.81859 -1.17
H -0.45051 -0.75351 1.87881 0.30
```

Output
strongest force on any atom = 0.502 eV Å⁻¹
gap between HOMO and LUMO = 8.44 eV
HOMO level = -8.53 eV
ΔE to the lowest compared entry with this formula, charge and spin = 112.1 kcal/mol

=====

Computed, not measured: a structure of composition C4H13CdINO2 at a distorted geometry, with the ωB97M-V functional and the def2-TZVPD basis.

```
22
Properties=species:S:1:pos:R:3:mulliken_charge:R:1
H 20.54875 9.27773 -15.08478 0.28
H 20.93648 7.05714 -13.14232 0.32
H 21.67824 11.07606 -12.86392 0.34
C 21.00079 10.88535 -13.69627 0.41
N 21.65738 11.65312 -14.72496 -0.80
H 19.13131 11.21227 -12.67639 0.40
H 22.26667 11.44697 -20.08816 0.32
I 21.34977 10.46693 -17.09768 0.24
H 21.16356 11.65740 -15.60599 0.19
H 18.95463 11.81082 -14.30148 0.32
H 22.04344 6.66929 -14.49342 0.23
C 19.68483 11.64614 -13.50914 -1.46
H 21.75763 10.86345 -18.78729 0.33
C 20.86653 9.38931 -14.04812 -0.59
Cd 22.62652 8.72358 -17.32491 0.77
H 22.64046 6.88907 -12.85765 0.26
H 22.46750 11.10414 -14.97482 0.27
H 20.08600 9.13432 -13.33129 0.37
O 22.17558 10.62075 -19.61350 -0.62
O 22.09253 8.71045 -13.72423 -0.31
C 21.91365 7.25457 -13.58308 -0.68
H 19.93594 12.62782 -13.10745 0.42
```

Output
total charge = +1
strongest force on any atom = 9.539 eV Å⁻¹
gap between HOMO and LUMO = 4.87 eV
HOMO level = -12.20 eV
ΔE to the lowest compared entry with this formula, charge and spin = 92.6 kcal/mol

=====

Computed, not measured: a structure of composition C29H42N7P2ReS, with the ωB97M-V functional and the def2-TZVPD basis.

```
82
Properties=species:S:1:pos:R:3:mulliken_charge:R:1
H 4.21287 2.54852 1.89615 0.51
H 0.35768 -2.00940 2.47391 0.70
C -1.16480 -3.23774 -1.35543 0.57
C -1.60300 2.04072 -3.87996 -1.34
N 1.50502 2.20461 0.16744 -0.57
N -2.84440 0.72600 1.10208 0.15
N -2.48846 -3.32044 -1.31797 -0.14
H 0.58152 -3.99109 -1.82558 0.34
C -2.51629 0.48198 4.77388 0.06
C 1.29187 -1.48851 2.31570 0.15
H -2.86446 -5.37109 -1.63416 0.39
C -0.78604 4.24553 -2.26331 -1.41
N -0.39876 -4.08289 -2.04216 -0.19
C -4.16102 0.63460 0.84187 0.00
H -2.94060 2.23232 -1.68649 0.31
H -0.90530 -6.07593 -2.58251 0.36
C 3.37918 2.71766 1.23682 -0.03
C -0.75197 -5.09818 -3.03542 -1.18
H -4.18877 -4.44392 -0.95799 0.34
C 3.70863 -1.42008 2.46271 0.24
H -4.11321 0.65266 3.38839 0.38
H 2.48410 -3.05933 3.11593 0.50
C -2.22937 0.57411 2.36598 0.40
H -0.14629 4.88459 -2.87257 0.41
N 0.02966 0.40436 1.40163 0.79
H 0.78474 -1.84889 -2.96143 0.40
H -0.67630 4.52228 -1.21743 0.48
H -1.46033 1.01408 -4.21017 0.27
C -3.38192 -4.41995 -1.68612 -1.08
P -0.40209 2.47832 -2.57299 0.79
C -1.12399 0.46433 4.91100 -1.19
H 1.18802 4.08416 -0.72562 0.28
H -5.36497 1.33376 -0.86513 0.53
H -0.13129 -0.48775 -3.58328 0.17
H 1.54150 -0.73471 -4.13233 0.48
H 4.61213 0.35526 1.68470 0.52
H 5.44616 -2.57573 1.99453 0.30
H 5.72974 -1.31526 3.18837 0.41
H -1.41261 2.70650 -4.72424 0.51
H 1.50705 3.41281 -3.77557 0.59
H 2.73341 -1.48693 -0.63946 0.18
H 0.93344 1.92283 -4.48694 0.42
H -2.64096 2.16448 -3.58474 0.55
H 0.07443 -5.16727 -3.73887 0.38
H -1.63739 -4.79896 -3.58743 0.43
H -3.39747 1.48950 6.42534 0.34
C 2.98569 3.85015 0.55503 -1.35
N -2.20604 1.35820 0.07069 -0.15
C -3.04199 0.56055 3.48944 -0.72
H -4.83443 0.14997 1.52610 0.50
H -1.81939 4.44585 -2.54815 0.45
H -2.91283 -2.55211 -0.82461 0.13
C 1.17377 2.40228 -3.53617 -1.12
C -0.83492 0.46796 2.49370 1.08
H 0.75763 0.47925 3.94239 0.56
C 3.68032 -0.16318 1.87210 -0.21
H -0.68387 0.47522 5.89920 0.49
P 1.52573 0.18396 -1.91733 1.01
C 2.47629 0.42399 1.50512 -0.60
C 2.25799 1.60864 -2.80881 -1.08
C -3.40495 0.49455 5.97390 -1.62
H 3.00881 1.23566 -3.50907 0.73
C 0.86136 -0.81444 -3.28262 -1.19
H 3.70608 -0.01497 -0.90774 0.43
H 2.78594 2.22885 -2.08343 0.31
H 3.47463 4.80775 0.54630 0.52
H -3.80610 -4.28009 -2.67889 0.35
C -4.41444 1.22953 -0.37393 -1.36
C 1.26734 -0.22411 1.72695 -0.35
C -3.17754 1.67814 -0.80089 -0.08
C 2.99604 -0.70785 -1.35358 -1.53
Re -0.16895 1.16052 -0.41625 0.71
H 3.46237 -1.16246 -2.23018 0.63
C -0.31315 0.45801 3.80678 -0.15
C 1.81936 3.48782 -0.09488 -0.31
H -3.04322 -0.20195 6.72932 0.42
S -0.36845 -1.99369 -0.44056 -0.16
H 4.86598 -2.78975 3.64063 0.42
N 2.49076 1.74242 0.98557 1.04
C 5.00866 -2.05692 2.84956 -1.60
H -4.43358 0.24489 5.72514 0.39
C 2.48998 -2.07454 2.66807 -1.10
```

Output
total charge = +3
strongest force on any atom = 0.979 eV Å⁻¹
spin multiplicity = 2
gap between HOMO and LUMO (spin up / spin down) = 5.61 / 5.52 eV
HOMO level (spin up / spin down) = -15.90 / -15.86 eV
expectation value of S² = 0.794